Below is C37H58MnN4O as an isolated structure, with properties calculated with wB97M-V/def2-TZVPD.

Last column: Löwdin charge in e.
CARTESIAN COORDINATES (ANGSTROEM)
Mn -0.104 -0.343 0.345  0.993
C -0.315 -0.593 3.801  -0.070
N -0.998 -1.078 2.598  -0.212
C -2.374 -0.549 2.611  -0.075
C -1.082 -2.530 2.524  -0.203
C -1.741 -3.249 3.511  -0.045
C -2.012 -4.600 3.356  -0.094
C -1.650 -5.214 2.163  -0.087
C -0.957 -4.509 1.193  -0.046
C -0.575 -3.170 1.379  -0.245
N 0.230 -2.448 0.508  -0.031
C 1.355 -3.027 -0.044  -0.245
C 1.851 -4.318 0.238  -0.033
C 3.019 -4.800 -0.331  -0.099
C 3.763 -4.024 -1.209  -0.106
C 3.323 -2.735 -1.464  -0.045
C 2.174 -2.233 -0.873  -0.219
N 1.767 -0.862 -1.119  -0.215
C 2.891 0.084 -1.047  -0.071
C 1.163 -0.774 -2.460  -0.053
H -0.920 -0.737 4.703  0.091
H -0.108 0.473 3.697  0.080
H 0.624 -1.127 3.930  0.076
H -2.957 -0.975 3.433  0.091
H -2.878 -0.786 1.677  0.082
H -2.329 0.528 2.744  0.068
H -2.084 -2.739 4.405  0.107
H -2.521 -5.151 4.136  0.097
H -1.915 -6.249 1.982  0.102
H -0.693 -4.994 0.263  0.115
H 1.327 -4.950 0.938  0.092
H 3.350 -5.800 -0.078  0.100
H 4.662 -4.405 -1.677  0.094
H 3.899 -2.099 -2.126  0.107
H 3.518 0.037 -1.944  0.089
H 3.515 -0.138 -0.184  0.084
H 2.504 1.099 -0.960  0.064
H 1.903 -1.001 -3.238  0.105
H 0.757 0.218 -2.618  0.050
H 0.347 -1.488 -2.532  0.069
C -1.939 0.654 -0.743  -0.168
C -1.399 2.006 -0.643  -0.144
C -0.850 2.297 -1.921  -0.131
C -1.225 1.225 -2.789  -0.071
C -1.881 0.227 -2.095  -0.251
C -2.605 -0.984 -2.656  -0.545
C -1.845 -1.635 -3.822  -0.051
C -2.835 -2.043 -1.571  -0.051
C -3.974 -0.508 -3.174  -0.048
C 0.162 3.362 -2.408  -0.511
C 1.200 3.729 -1.327  -0.044
C 1.002 2.781 -3.561  -0.075
C -0.503 4.617 -3.004  -0.047
C -1.902 2.926 0.502  -0.509
C -3.302 2.436 0.920  -0.066
C -2.174 4.370 0.076  -0.059
C -1.000 2.945 1.745  -0.048
H -2.677 0.255 -0.058  0.068
H -0.952 1.160 -3.835  0.099
H -1.049 -2.292 -3.464  0.067
H -1.401 -0.887 -4.481  0.078
H -2.527 -2.247 -4.418  0.083
H -1.906 -2.276 -1.043  0.059
H -3.211 -2.967 -2.018  0.088
H -3.574 -1.709 -0.836  0.080
H -3.844 0.184 -4.009  0.086
H -4.520 0.016 -2.385  0.084
H -4.579 -1.356 -3.514  0.080
H 1.544 2.825 -0.818  0.054
H 0.829 4.409 -0.568  0.064
H 2.064 4.213 -1.792  0.082
H 1.573 1.907 -3.244  0.065
H 1.715 3.537 -3.902  0.083
H 0.388 2.499 -4.416  0.077
H -1.127 5.144 -2.293  0.052
H -1.133 4.330 -3.849  0.088
H 0.257 5.316 -3.371  0.082
H -3.954 2.370 0.046  0.100
H -3.744 3.145 1.626  0.086
H -3.292 1.461 1.395  0.036
H -2.856 4.384 -0.774  0.094
H -1.288 4.928 -0.185  0.056
H -2.656 4.901 0.902  0.084
H -0.693 1.938 2.023  0.036
H -1.521 3.387 2.602  0.089
H -0.092 3.524 1.561  0.069
C 4.541 0.781 3.317  -0.033
N 3.326 1.185 2.621  -0.123
C 3.101 2.605 2.361  -0.010
C 2.443 0.290 2.158  -0.485
C 2.696 -1.164 2.444  0.017
O 1.452 0.682 1.515  -0.070
H 5.164 1.659 3.460  0.089
H 5.113 0.055 2.740  0.091
H 4.323 0.352 4.296  0.095
H 3.545 3.187 3.166  0.090
H 2.035 2.801 2.318  0.073
H 3.543 2.910 1.410  0.100
H 2.782 -1.336 3.519  0.093
H 3.629 -1.501 1.987  0.099
H 1.874 -1.752 2.044  0.066

Values from the calculation:
**Expectation value of S²**: 8.757
**Electronic energy**: -2889.932568 Eh
**Lowest unoccupied orbital energy (spin up / spin down)**: 0.3 / 0.3 eV
**Net charge**: 0
**Spin multiplicity**: 6
**Kohn-Sham gap (spin up / spin down)**: 6.8 / 6.9 eV
**Energy above the lowest of the compared OMol25 structures with the same formula, charge and spin**: 0.3865 eV
**F_max**: 0.4 eV Å⁻¹